The following is a DFT calculation (ωB97M-V/def2-TZVPD) of a gas-phase ion, C5H13N2S (charge -1).

SMILES: C[C@@H](C[S-])NCCN
Calculated total energy (hartree): -706.01958
Net charge: -1
Spin multiplicity: 1
Molecular weight (g/mol): 133.2
Largest force on an atom (eV/Å): 1.28
Orbital gap (eV): 6.01
Energy relative to the best compared isomer or geometry (same formula, charge and spin) (kJ/mol): 48.93

Element x y z (Å)
S1 3.2415 -1.4676 -0.6561
N1 -0.5408 -0.4234 0.4246
N2 -2.2962 0.0456 -1.9820
C1 -1.2728 0.8025 0.1445
C2 1.6174 -1.6286 0.1923
C3 1.4880 0.4466 1.5700
C4 0.9426 -0.2695 0.3444
C5 -1.4258 1.0832 -1.3464
H1 -0.9167 1.6747 0.7112
H2 -2.3866 -0.6677 -1.2551
H3 2.5718 0.5908 1.4318
H4 1.1275 1.4675 1.7474
H5 -0.5021 1.1478 -1.9040
H6 0.9224 -2.2975 -0.3197
H7 1.0879 0.3255 -0.5534
H8 -1.9647 2.0348 -1.3909
H9 -1.6888 -0.5054 -2.6000
H10 -0.8501 -0.7746 1.3197
H11 1.3432 -0.1712 2.4621
H12 -2.2880 0.6415 0.4745
H13 1.7905 -2.0549 1.1852

Here are the Löwdin charges for atoms 1 to 4, given in e:
1. S 0.064
2. N -0.058
3. N -0.027
4. C -0.271